Arrangement w

The following is a quantum chemistry calculation of the molecule C2H3N3O2, from the OMol25 dataset.

Last column: natural (NBO) charge in e.
Positions of all 10 atoms, in Å:
O  -1.41  -2.26  -0.51  -0.44
C  -0.42  -1.65  -0.34  0.70
C  0.69  -1.00  -0.14  -0.40
N  0.83  0.19  0.54  -0.16
N  0.88  1.32  -0.23  -0.31
N  -0.27  1.22  0.59  0.10
O  -1.41  1.04  -0.27  -0.56
H  1.62  -1.55  -0.18  0.26
H  1.53  2.00  0.16  0.35
H  -2.05  0.68  0.37  0.47

The value obtained for the LUMO energy is 0.64 eV. For the frontier orbital gap, the calculation gives 0.348 hartree. The net charge is 0. As for the highest occupied orbital energy: -8.82 eV.

---

Arrangement x

The following is a quantum chemistry calculation of a cluster of 3 separate species, C2H3N3O2 in total, from the OMol25 dataset.

Last column: natural (NBO) charge in e.
Positions of all 10 atoms, in Å:
C  0.82  1.31  0.61  0.30
C  0.45  -0.65  -0.18  0.80
H  -2.50  -0.46  0.72  0.29
H  -1.43  -1.35  -1.37  0.41
H  1.42  2.14  0.75  0.20
N  -1.81  -0.19  -0.49  -0.55
N  -0.68  0.08  0.01  -0.19
N  -0.51  1.30  0.58  -0.24
O  1.46  0.17  0.18  -0.43
O  0.53  -1.74  -0.60  -0.59

The value obtained for the LUMO energy is -0.12 eV. For the frontier orbital gap, the calculation gives 0.312 hartree. The net charge is 0. As for the highest occupied orbital energy: -8.60 eV.

---

Arrangement y

The following is a quantum chemistry calculation of a structure of composition C2H3N3O2, from the OMol25 dataset.

Last column: natural (NBO) charge in e.
Positions of all 10 atoms, in Å:
C  0.37  -0.14  0.88  0.65
C  -0.35  0.22  -1.09  0.82
H  0.42  -0.43  2.82  0.43
H  1.64  0.92  2.15  0.42
H  -1.72  -1.43  -0.81  0.42
N  1.14  -0.05  2.08  -0.83
N  -0.51  -1.09  0.61  -0.43
N  -0.45  -1.08  -0.76  -0.44
O  -0.62  1.09  -2.01  -0.56
O  0.40  0.89  -0.05  -0.46

The value obtained for the LUMO energy is 0.05 eV. For the frontier orbital gap, the calculation gives 0.338 hartree. The net charge is 0. As for the highest occupied orbital energy: -9.14 eV.

---

Arrangement z

The following is a quantum chemistry calculation of the molecule C2H3N3O2, from the OMol25 dataset.

Last column: natural (NBO) charge in e.
Positions of all 10 atoms, in Å:
N  1.40  0.55  -1.04  -0.85
C  0.19  0.26  -0.42  0.48
N  -0.98  0.71  -0.73  -0.17
O  -1.86  0.17  0.23  -0.34
C  -1.18  -0.59  1.14  0.85
O  -1.66  -1.15  2.08  -0.58
N  0.14  -0.54  0.71  -0.63
H  1.60  -0.02  -1.87  0.40
H  1.42  1.53  -1.31  0.40
H  0.92  -0.92  1.22  0.44

The value obtained for the LUMO energy is 0.53 eV. For the frontier orbital gap, the calculation gives 0.381 hartree. The net charge is 0. As for the highest occupied orbital energy: -9.84 eV.

---

Verdict on stability: arrangement z comes out on top.

---

Arrangement w

The following is a quantum chemistry calculation of the molecule C2H3N3O2, from the OMol25 dataset.

Last column: natural (NBO) charge in e.
Positions of all 10 atoms, in Å:
N  1.84  2.01  -0.51  -0.34
C  1.11  1.27  -0.02  0.16
C  -0.16  0.08  0.41  0.07
N  -1.42  0.08  -0.29  -0.82
N  0.62  -1.20  0.13  0.53
O  0.31  -1.71  -0.92  -0.34
O  1.39  -1.51  1.02  -0.33
H  -0.34  0.47  1.37  0.24
H  -1.29  -0.26  -1.24  0.42
H  -2.06  0.78  0.04  0.41

The value obtained for the LUMO energy is -0.65 eV. For the frontier orbital gap, the calculation gives 0.381 hartree. The net charge is 0. As for the highest occupied orbital energy: -11.02 eV.

---

Arrangement x

The following is a quantum chemistry calculation of a cluster of 2 separate species, C2H3N3O2 in total, from the OMol25 dataset.

Last column: natural (NBO) charge in e.
Positions of all 10 atoms, in Å:
N  -0.45  0.00  -0.89  -0.65
N  0.18  0.07  0.38  0.16
O  0.00  -0.90  1.11  -0.46
C  0.49  1.29  0.72  0.60
O  1.32  2.08  0.42  -0.43
H  -1.08  -0.75  -0.94  0.40
H  -0.71  0.93  -1.37  0.40
C  0.17  1.11  3.25  0.05
N  -0.42  1.74  4.03  -0.30
H  0.55  0.38  2.53  0.23

The value obtained for the LUMO energy (spin up / spin down) is -1.00 / -1.00 eV. For the frontier orbital gap (spin up / spin down), the calculation gives 0.303 / 0.303 hartree. The net charge is 0. As for the highest occupied orbital energy (spin up / spin down): -9.24 / -9.24 eV.

---

Verdict on stability: arrangement w comes out on top.

---

Arrangement w

The following is a quantum chemistry calculation of the molecule C2H3N3O2, from the OMol25 dataset.

Last column: natural (NBO) charge in e.
Positions of all 10 atoms, in Å:
O  -0.12  -2.71  0.89  -0.20
N  -0.78  -1.87  0.34  0.14
C  -0.35  -0.46  0.14  -0.17
N  1.04  -0.02  0.20  -0.62
C  1.83  -0.83  0.87  0.60
N  2.09  -1.94  1.40  -0.19
O  3.13  -0.74  1.14  -0.44
H  -0.85  -0.31  -0.81  0.23
H  -0.75  0.03  1.00  0.23
H  1.26  0.68  -0.47  0.44

The value obtained for the LUMO energy is -0.55 eV. For the frontier orbital gap, the calculation gives 0.307 hartree. The net charge is 0. As for the highest occupied orbital energy: -8.90 eV.

---

Arrangement x

The following is a quantum chemistry calculation of the molecule C2H3N3O2, from the OMol25 dataset.

Last column: natural (NBO) charge in e.
Positions of all 10 atoms, in Å:
C  1.16  1.30  -0.07  -0.10
C  0.89  -0.04  -0.05  0.24
N  2.44  1.49  -0.09  -0.05
N  2.08  -0.68  0.07  0.30
N  -0.28  -0.76  -0.17  -0.83
O  2.40  -1.91  -0.05  -0.50
O  3.01  0.36  0.07  -0.12
H  0.29  1.95  -0.14  0.22
H  -1.18  -0.29  -0.16  0.40
H  -0.45  -1.76  -0.40  0.44

The value obtained for the LUMO energy (spin up / spin down) is 0.58 / 0.58 eV. For the frontier orbital gap (spin up / spin down), the calculation gives 0.334 / 0.334 hartree. The net charge is 0. As for the highest occupied orbital energy (spin up / spin down): -8.51 / -8.51 eV.

---

Verdict on stability: arrangement x comes out on top.

---

Arrangement w

The following is a quantum chemistry calculation of a structure of composition C17H31GeO10SSeTi, from the OMol25 dataset.

Last column: Mulliken spin population.
Positions of all 62 atoms, in Å:
Ti  0.97  0.14  -0.63  -0.11
O  3.27  3.00  -2.33  0.00
C  3.06  2.03  -1.65  0.00
O  1.87  1.69  -1.33  0.00
C  4.15  0.96  -1.38  0.00
C  3.82  -0.21  -2.28  0.00
C  5.00  -1.20  -2.48  0.00
C  5.13  -1.76  -1.02  0.00
C  3.97  -1.18  -0.36  0.01
O  2.90  -0.98  -1.37  0.00
C  4.19  0.32  0.04  0.00
C  3.25  0.68  1.14  0.00
O  3.64  1.31  2.11  0.00
O  1.95  0.22  0.96  0.02
H  5.14  1.35  -1.63  0.00
H  3.23  0.02  -3.16  0.00
H  4.74  -2.04  -3.14  0.00
H  5.90  -0.68  -2.88  0.00
H  5.11  -2.83  -1.08  0.00
H  6.04  -1.56  -0.41  0.00
H  3.52  -1.75  0.43  -0.01
H  5.24  0.47  0.45  0.00
C  -4.53  0.91  0.00  0.00
Ge  -4.35  0.37  1.86  0.00
C  -5.42  1.49  3.03  0.00
C  -4.98  -1.57  2.07  0.00
C  -2.43  0.31  2.35  0.00
Se  -2.05  -0.33  4.11  0.00
C  -0.15  -0.66  3.79  0.00
H  -4.44  1.96  -0.16  0.00
H  -5.40  0.47  -0.33  0.00
H  -3.75  0.35  -0.52  0.00
H  -6.48  1.29  2.65  0.00
H  -5.18  2.50  2.98  0.00
H  -5.24  1.13  4.07  0.00
H  -4.45  -2.26  1.44  0.00
H  -6.02  -1.66  1.82  0.00
H  -4.85  -1.89  3.13  0.00
H  -1.94  1.29  2.16  0.00
H  -1.97  -0.35  1.61  0.01
H  -0.05  -1.43  3.04  0.00
H  0.33  -1.00  4.71  0.00
H  0.27  0.31  3.46  0.00
C  -2.19  -1.02  -2.35  0.01
S  -0.74  -0.53  -3.39  0.00
C  -0.72  -2.17  -4.24  0.00
O  0.52  -0.62  -2.54  -0.01
H  -3.07  -1.40  -2.87  0.00
H  -2.61  -0.12  -1.92  0.00
H  -1.80  -1.62  -1.54  0.00
H  -1.63  -2.30  -4.78  0.00
H  -0.52  -2.94  -3.50  0.00
H  0.06  -2.15  -4.98  0.00
O  -0.41  -1.06  0.27  0.47
O  0.48  -1.78  -0.28  0.57
C  0.19  3.12  1.72  0.00
O  -0.55  2.76  0.44  0.00
C  -0.23  1.66  -0.15  0.03
O  -0.81  1.35  -1.18  0.00
H  0.54  4.18  1.70  0.00
H  1.00  2.32  1.87  0.00
H  -0.56  3.08  2.49  0.00

The value obtained for the LUMO energy (spin up / spin down) is 0.10 / -0.93 eV. For the frontier orbital gap (spin up / spin down), the calculation gives 0.292 / 0.254 hartree. The spin multiplicity is 2. The net charge is 0. As for the expectation value of S²: 0.759. As for the highest occupied orbital energy (spin up / spin down): -7.84 / -7.84 eV.

---

Arrangement x

The following is a quantum chemistry calculation of a structure of composition C17H31GeO10SSeTi, from the OMol25 dataset.

Last column: Mulliken spin population.
Positions of all 62 atoms, in Å:
Ti  -1.59  1.54  1.62  -0.07
O  0.68  -1.51  3.37  0.00
C  0.38  -0.59  2.58  0.00
O  -0.69  0.11  2.70  -0.01
C  1.35  -0.12  1.57  0.00
C  1.59  1.40  1.84  0.00
C  2.84  1.96  1.14  0.00
C  2.49  1.96  -0.38  0.00
C  0.98  1.42  -0.29  0.00
O  0.56  1.97  1.02  0.00
C  0.91  -0.13  0.06  0.00
C  -0.57  -0.56  0.04  -0.01
O  -1.02  -1.67  -0.11  0.00
O  -1.40  0.43  0.15  0.03
H  2.30  -0.65  1.72  0.00
H  1.37  1.78  2.90  0.00
H  3.02  2.86  1.59  0.00
H  3.69  1.29  1.31  0.00
H  2.39  2.93  -0.69  0.00
H  3.17  1.35  -1.01  0.00
H  0.34  1.82  -1.07  0.00
H  1.53  -0.79  -0.59  0.00
C  2.95  -3.51  -2.65  0.00
Ge  2.03  -2.29  -3.91  0.00
C  2.15  -0.39  -3.34  0.00
C  2.59  -2.55  -5.77  0.00
C  0.17  -2.99  -3.92  0.00
Se  -0.87  -1.69  -4.99  0.00
C  -2.48  -2.69  -4.99  0.00
H  4.06  -3.51  -2.72  0.00
H  2.59  -4.56  -2.77  0.00
H  2.68  -3.28  -1.61  0.00
H  1.71  0.40  -3.99  0.00
H  3.24  -0.15  -3.30  0.00
H  1.62  -0.33  -2.34  0.00
H  3.65  -2.35  -5.87  0.00
H  2.10  -1.86  -6.50  0.00
H  2.35  -3.60  -6.02  0.00
H  -0.30  -2.94  -2.96  0.00
H  0.35  -3.97  -4.33  0.00
H  -2.30  -3.79  -5.02  0.00
H  -3.04  -2.30  -5.89  0.00
H  -3.00  -2.30  -4.13  0.00
C  -0.55  4.38  4.97  0.00
S  -1.79  3.20  4.57  0.00
C  -1.18  1.86  5.42  0.00
O  -1.41  2.96  3.09  -0.01
H  -0.50  4.68  6.06  0.00
H  -0.78  5.32  4.48  0.00
H  0.34  4.06  4.47  0.00
H  -0.18  1.64  5.18  0.00
H  -1.79  0.95  5.13  0.00
H  -1.20  2.03  6.49  0.00
O  -2.12  3.05  0.40  0.52
O  -3.12  2.25  0.57  0.52
C  -5.11  -0.90  2.09  0.00
O  -3.78  -0.32  1.93  0.00
C  -3.30  0.69  2.67  0.02
O  -3.81  1.11  3.70  0.00
H  -5.54  -0.80  1.10  0.00
H  -5.65  -0.35  2.86  0.00
H  -5.11  -1.97  2.35  0.00

The value obtained for the LUMO energy (spin up / spin down) is 0.00 / -1.01 eV. For the frontier orbital gap (spin up / spin down), the calculation gives 0.289 / 0.252 hartree. The spin multiplicity is 2. The net charge is 0. As for the expectation value of S²: 0.760. As for the highest occupied orbital energy (spin up / spin down): -7.86 / -7.86 eV.

---

Verdict on stability: arrangement w comes out on top.

---

Arrangement w

The following is a quantum chemistry calculation of the ion C3H7N2OS with charge +1, from the OMol25 dataset.

Last column: natural (NBO) charge in e.
Positions of all 14 atoms, in Å:
N  1.45  0.44  -1.17  -0.83
C  0.54  0.52  0.16  0.45
O  1.07  1.16  1.20  -0.66
N  0.24  -0.93  0.46  -0.55
C  -1.15  -1.20  0.44  -0.14
C  -1.88  -0.19  -0.01  -0.36
S  -1.17  1.29  -0.28  0.34
H  0.84  0.79  -1.93  0.38
H  2.08  1.23  -1.08  0.38
H  1.04  2.09  0.99  0.51
H  0.60  -1.28  1.38  0.47
H  0.61  -1.52  -0.27  0.47
H  -1.36  -2.29  0.45  0.26
H  -2.90  -0.11  -0.35  0.29

The value obtained for the LUMO energy is -3.54 eV. For the frontier orbital gap, the calculation gives 0.368 hartree. The net charge is +1. As for the highest occupied orbital energy: -13.56 eV.

---

Arrangement x

The following is a quantum chemistry calculation of the ion C3H7N2OS with charge +1, from the OMol25 dataset.

Last column: natural (NBO) charge in e.
Positions of all 14 atoms, in Å:
N  -2.18  0.91  -0.68  -0.84
C  -1.66  0.67  0.59  0.10
O  -0.10  0.84  0.46  -0.53
C  0.93  0.09  0.26  0.23
S  2.49  0.98  -0.12  0.07
C  1.03  -1.19  -0.08  0.26
N  1.74  -2.23  -0.04  -0.59
H  -2.24  1.90  -0.96  0.40
H  -2.31  0.29  -1.58  0.43
H  -1.94  1.43  1.30  0.23
H  -1.88  -0.39  0.99  0.20
H  2.16  2.24  0.06  0.18
H  1.90  -2.76  0.76  0.41
H  2.08  -2.78  -0.95  0.44

The value obtained for the LUMO energy is -5.35 eV. For the frontier orbital gap, the calculation gives 0.295 hartree. The net charge is +1. As for the highest occupied orbital energy: -13.38 eV.

---

Arrangement y

The following is a quantum chemistry calculation of a structure of composition C3H7N2OS, from the OMol25 dataset.

Last column: natural (NBO) charge in e.
Positions of all 14 atoms, in Å:
C  1.54  0.45  0.09  0.41
C  -2.36  0.65  -0.03  0.82
C  -2.93  -0.73  -0.05  -0.76
N  1.69  1.74  -0.13  -0.73
N  2.56  -0.36  0.21  -0.74
O  -2.61  1.81  -0.04  -0.36
S  -0.11  -0.25  0.13  -0.25
H  -2.04  -1.30  -0.37  0.29
H  -3.79  -0.93  -0.78  0.32
H  -3.14  -0.81  1.01  0.30
H  0.76  2.25  -0.22  0.44
H  2.48  2.23  -0.10  0.41
H  2.44  -1.33  0.30  0.43
H  3.53  -0.09  -0.01  0.42

The value obtained for the LUMO energy is -4.65 eV. For the frontier orbital gap, the calculation gives 0.325 hartree. The net charge is +1. As for the highest occupied orbital energy: -13.49 eV.

---

Arrangement z

The following is a quantum chemistry calculation of a cluster of 2 separate species, C3H7N2OS in total, from the OMol25 dataset.

Last column: natural (NBO) charge in e.
Positions of all 14 atoms, in Å:
C  1.79  0.32  -0.90  -0.27
C  1.98  -0.11  0.40  -0.45
C  -1.38  0.67  0.31  -0.51
N  -2.32  -1.12  -0.81  -0.14
N  -1.55  -0.65  0.00  0.17
O  -0.05  -1.74  0.40  -0.68
S  1.06  -1.32  1.35  1.04
H  2.48  1.10  -1.24  0.23
H  1.16  0.06  -1.62  0.20
H  2.73  0.30  0.93  0.23
H  -0.63  0.76  1.15  0.24
H  -2.31  1.32  0.50  0.30
H  -0.86  1.13  -0.59  0.28
H  -2.22  -2.06  -0.88  0.37

The value obtained for the LUMO energy (spin up / spin down) is -6.34 / -6.56 eV. For the frontier orbital gap (spin up / spin down), the calculation gives 0.270 / 0.278 hartree. The net charge is +1. As for the highest occupied orbital energy (spin up / spin down): -13.69 / -14.12 eV.

---

Verdict on stability: arrangement y comes out on top.

---

Arrangement w

The following is a quantum chemistry calculation of a cluster of 2 separate species, CHCl2NO2 in total, from the OMol25 dataset.

Last column: natural (NBO) charge in e.
Positions of all 7 atoms, in Å:
C  -0.01  0.68  0.24  -0.27
N  -2.83  0.11  -0.53  0.53
O  -2.61  -0.64  -1.42  -0.26
O  -3.71  0.52  0.16  -0.27
Cl  0.10  1.60  1.66  0.06
Cl  -0.39  1.55  -1.27  0.00
H  0.71  -0.17  0.25  0.21

The value obtained for the LUMO energy (spin up / spin down) is -0.72 / -0.96 eV. For the frontier orbital gap (spin up / spin down), the calculation gives 0.334 / 0.292 hartree. The net charge is 0. As for the highest occupied orbital energy (spin up / spin down): -9.81 / -8.90 eV.

---

Arrangement x

The following is a quantum chemistry calculation of the molecule CHCl2NO2, from the OMol25 dataset.

Last column: natural (NBO) charge in e.
Positions of all 7 atoms, in Å:
O  2.17  0.62  0.89  -0.52
C  1.24  0.28  0.29  0.65
O  0.06  -0.15  0.78  -0.39
N  -0.86  -0.42  -0.47  -0.24
Cl  -1.81  1.03  -0.63  0.17
Cl  -1.75  -1.78  -0.07  0.23
H  0.95  0.43  -0.80  0.10

The value obtained for the LUMO energy is -0.72 eV. For the frontier orbital gap, the calculation gives 0.371 hartree. The net charge is 0. As for the highest occupied orbital energy: -10.81 eV.

---

Verdict on stability: arrangement x comes out on top.